## a
{
  "formula": "C5H10OS",
  "method": "the ωB97M-V functional and the def2-TZVPD basis",
  "elements": ["C", "C", "C", "C", "C", "O", "S", "H", "H", "H", "H", "H", "H", "H", "H", "H", "H"],
  "positions_angstrom": [[-0.678, -1.464, -0.786], [-0.215, -0.917, 0.313], [0.530, -1.576, 1.368], [0.688, 1.694, -1.758], [-0.421, 0.937, 0.506], [-1.162, 1.256, 1.708], [1.043, 1.749, 0.051], [-1.203, -0.825, -1.572], [-0.526, -2.487, -0.928], [-0.164, -1.573, 2.224], [0.578, -2.720, 1.043], [1.481, -1.188, 1.826], [1.545, 1.994, -2.349], [-0.100, 2.311, -1.937], [0.448, 0.747, -1.980], [-1.126, 1.139, -0.257], [-0.718, 0.923, 2.529]],
  "homo_lumo_gap_ev": 9.1669,
  "e_lumo_ha": 0.027,
  "smiles": "C=C(C)[C@@H](O)SC",
  "homo_ha": -0.310
}

---

## b
{
  "formula": "C5H10OS",
  "method": "the ωB97M-V functional and the def2-TZVPD basis",
  "elements": ["C", "C", "C", "C", "C", "O", "S", "H", "H", "H", "H", "H", "H", "H", "H", "H", "H"],
  "positions_angstrom": [[0.853, 0.583, 0.551], [-0.178, -0.261, -0.245], [0.038, -1.767, -0.657], [-1.940, 1.480, 0.011], [-1.418, 0.153, -0.444], [3.408, -0.660, 0.531], [2.765, 0.856, 0.388], [0.429, 1.578, 0.255], [0.639, 0.488, 1.590], [1.110, -2.056, -0.637], [-0.244, -1.788, -1.755], [-0.527, -2.547, -0.188], [-1.801, 2.107, -0.895], [-1.436, 1.733, 0.938], [-3.060, 1.361, 0.161], [-2.092, -0.334, -1.017], [3.454, -0.926, 1.412]],
  "homo_lumo_gap_ev": 9.4668,
  "e_lumo_ha": 0.025,
  "smiles": "C/C=C(/C)CSO",
  "homo_ha": -0.323
}

---

## c
{
  "formula": "C5H10OS",
  "method": "the ωB97M-V functional and the def2-TZVPD basis",
  "elements": ["C", "C", "C", "C", "C", "O", "S", "H", "H", "H", "H", "H", "H", "H", "H", "H", "H"],
  "positions_angstrom": [[2.412, -0.289, -2.370], [0.466, -0.536, 1.379], [-1.401, -0.795, -0.406], [-1.459, 0.995, 1.535], [-0.706, -0.238, 0.879], [1.313, 1.615, -1.366], [2.401, 0.733, -1.219], [3.193, -1.162, -2.381], [1.434, -0.457, -2.940], [0.979, 0.311, 1.741], [-2.414, -0.554, -0.359], [-1.124, -1.836, -0.666], [-0.847, -0.111, -1.011], [-2.388, 0.776, 2.044], [-1.559, 1.997, 1.026], [-0.918, 1.238, 2.417], [0.619, -1.687, 1.696]],
  "homo_lumo_gap_ev": 8.7300,
  "e_lumo_ha": 0.008,
  "homo_ha": -0.313
}

---

Which structure is the most stable? The one labeled b.

---

## a
{
  "formula": "C3H7NO3",
  "method": "the ωB97M-V functional and the def2-TZVPD basis",
  "elements": ["C", "C", "O", "N", "C", "O", "O", "H", "H", "H", "H", "H", "H", "H"],
  "positions_angstrom": [[1.217, -0.664, 0.141], [0.607, -1.598, 1.195], [-0.616, -2.139, 0.822], [0.776, 0.722, 0.096], [-0.296, 1.274, -0.664], [-1.446, 0.627, -0.359], [-0.117, 2.136, -1.449], [1.174, -0.996, -0.901], [2.283, -0.503, 0.376], [0.411, -0.937, 2.043], [1.351, -2.379, 1.380], [-1.309, -1.474, 0.735], [1.041, 1.427, 0.795], [-1.869, 0.527, -1.238]],
  "spin_multiplicity": 2,
  "homo_lumo_gap_ev": [12.0439, 6.5119],
  "s_squared": 0.76,
  "e_lumo_ha": [-0.139, -0.332],
  "charge": 1,
  "homo_ha": [-0.582, -0.571]
}

---

## b
{
  "formula": "C3H7NO3",
  "method": "the ωB97M-V functional and the def2-TZVPD basis",
  "elements": ["O", "C", "O", "C", "C", "O", "N", "H", "H", "H", "H", "H", "H", "H"],
  "positions_angstrom": [[1.596, -1.854, 0.488], [0.963, -1.020, 1.009], [0.785, -0.936, 2.331], [0.316, 0.127, 0.139], [-0.103, -0.321, -1.276], [-0.858, 0.795, -1.725], [-0.805, 0.738, 0.766], [0.151, -0.238, 2.551], [0.980, 0.987, -0.078], [0.794, -0.336, -1.893], [-0.699, -1.222, -1.210], [-1.003, 0.822, -2.674], [-1.546, 1.021, 0.107], [-0.572, 1.437, 1.466]],
  "spin_multiplicity": 2,
  "homo_lumo_gap_ev": [12.1353, 6.5691],
  "s_squared": 0.76,
  "e_lumo_ha": [-0.144, -0.341],
  "charge": 1,
  "homo_ha": [-0.590, -0.582]
}

---

Which structure is the most stable? The one labeled b.

---

## a
{
  "formula": "C6H15N3",
  "method": "the ωB97M-V functional and the def2-TZVPD basis",
  "elements": ["C", "C", "C", "C", "C", "C", "N", "N", "N", "H", "H", "H", "H", "H", "H", "H", "H", "H", "H", "H", "H", "H", "H", "H"],
  "positions_angstrom": [[2.074, 0.232, 0.144], [-0.286, -0.483, -0.074], [2.997, 1.291, -0.394], [-0.440, -1.948, -0.244], [-1.770, 1.628, 0.388], [-2.851, -0.583, -0.033], [2.358, -0.915, 0.676], [0.749, 0.388, -0.236], [-1.636, 0.196, 0.126], [3.968, 0.884, -0.835], [3.367, 1.823, 0.472], [2.544, 1.809, -1.121], [0.405, -2.431, -0.591], [-0.990, -2.208, -1.166], [-0.831, -2.349, 0.602], [-0.861, 2.242, 0.621], [-2.660, 1.713, 0.972], [-1.949, 2.071, -0.526], [-3.130, -0.330, -1.149], [-3.676, -0.140, 0.673], [-2.577, -1.569, 0.204], [3.306, -1.060, 0.939], [1.586, -1.528, 0.889], [0.303, 1.269, -0.338]],
  "homo_lumo_gap_ev": 8.6681,
  "e_lumo_ha": -0.348,
  "charge": 2,
  "smiles": "CC(/[NH+]=C(/C)N)=[N+](C)C",
  "homo_ha": -0.667
}

---

## b
{
  "formula": "C6H15N3",
  "method": "the ωB97M-V functional and the def2-TZVPD basis",
  "elements": ["C", "C", "C", "C", "C", "C", "N", "N", "N", "H", "H", "H", "H", "H", "H", "H", "H", "H", "H", "H", "H", "H", "H", "H"],
  "positions_angstrom": [[-1.148, -0.625, 0.335], [-0.317, 1.841, -0.909], [-0.143, 1.987, 0.528], [0.751, 1.096, -0.255], [1.376, -1.010, 1.133], [0.574, -0.448, -0.034], [-1.376, -0.665, 1.618], [-2.123, -0.744, -0.571], [0.947, -1.063, -1.447], [-1.275, 1.215, -1.080], [-0.283, 2.681, -1.507], [0.249, 2.930, 0.874], [-0.804, 1.688, 1.365], [1.832, 1.365, -0.543], [2.430, -0.908, 0.841], [1.037, -2.113, 1.047], [1.172, -0.537, 2.049], [-0.688, -0.603, 2.518], [-2.393, -0.646, 1.717], [-1.935, -0.624, -1.616], [-3.002, -1.144, -0.262], [1.182, -0.180, -2.007], [0.349, -1.706, -1.986], [1.867, -1.565, -1.285]],
  "homo_lumo_gap_ev": 11.1431,
  "e_lumo_ha": -0.279,
  "charge": 2,
  "smiles": "C[C@@]([NH3+])(C(N)=[NH2+])C1CC1",
  "homo_ha": -0.688
}

---

Which structure is the most stable? The one labeled a.